Entry 1:
182
Properties=species:S:1:pos:R:3:forces:R:3:lowdin_charge:R:1 method="wB97M-V/def2-TZVPD" charge=+2 max_force_ev_per_a=1.80 homo_lumo_gap_ev=6.81 e_homo_ev=-11.5 energy_ev=-201040.1081 molar_mass_g_mol=1434.8 e_above_lowest_kcal_mol=62.91
Sc 1.32616 -1.03733 0.27388 -1.3 1.1 0.6 0.47
C 0.14086 4.23657 1.08548 0.1 0.1 0.0 -0.05
C -0.98504 3.36367 0.66248 -0.6 0.2 -0.1 -0.24
C -2.05004 3.83897 -0.03802 0.4 -0.4 0.3 0.08
C -3.05744 2.93507 -0.46362 0.2 0.0 0.2 -0.20
N -3.06814 1.70177 -0.04552 -0.8 -0.1 -0.5 0.19
N -2.07974 1.23357 0.72088 1.0 0.7 -0.1 0.06
B -2.38074 -0.07553 1.44738 -0.4 0.1 -1.1 -0.68
N -1.50604 -0.47713 2.58858 0.1 -0.1 1.2 0.04
N -2.64854 0.13017 2.91888 -0.3 0.1 1.1 0.24
C -3.06044 0.37437 4.13488 0.0 0.1 -0.2 -0.10
C -2.23314 -0.15353 5.15178 0.6 -0.3 -0.2 0.10
C -1.05444 -0.81243 4.85718 -0.7 0.3 0.1 -0.20
C -0.20864 -1.42923 5.90678 0.1 0.0 0.1 -0.05
C -0.61924 -0.92923 3.49628 0.1 -0.1 -0.6 -0.72
S 0.85936 -1.58953 3.05038 0.3 0.2 -0.1 0.67
C -4.30704 1.20097 4.34988 -0.2 0.1 -0.1 -0.52
C -5.39674 0.34267 5.00668 0.2 0.0 -0.1 -0.02
C -4.81354 1.72887 3.00368 0.1 -0.1 0.2 -0.03
C -3.93514 2.38617 5.25778 0.1 -0.2 -0.1 -0.02
N -3.18484 -1.14383 0.75698 0.1 -0.9 -0.6 0.06
N -4.44404 -0.80593 0.41928 -0.7 0.5 0.1 0.18
C -5.20924 -1.65513 -0.19952 0.3 0.0 0.2 -0.20
C -4.71044 -2.91993 -0.62592 0.7 0.0 0.3 0.08
C -3.49044 -3.33093 -0.18272 -0.8 0.2 -0.4 -0.26
C -2.93744 -4.68473 -0.43842 0.0 -0.1 -0.1 -0.07
C -2.72764 -2.42243 0.61878 0.2 0.0 0.5 -0.66
S -1.36244 -2.96763 1.41138 0.2 -0.4 -0.1 0.73
C -6.65924 -1.29673 -0.44212 -0.2 0.2 0.0 -0.54
C -7.08424 -0.14993 0.47438 0.1 -0.1 -0.2 -0.05
C -7.56034 -2.50533 -0.14502 0.1 0.1 0.0 -0.04
C -6.81444 -0.90483 -1.91712 0.0 0.0 0.2 -0.02
C -0.96724 1.97277 0.98538 0.0 -0.2 0.2 -0.56
S 0.41596 1.30517 1.68638 0.4 -0.1 -0.1 0.80
C -4.13564 3.42347 -1.39732 -0.3 0.0 -0.2 -0.54
C -5.08994 2.29117 -1.75572 0.2 0.2 0.1 -0.05
C -4.92034 4.55567 -0.71492 0.1 -0.2 0.0 -0.02
C -3.46584 3.94927 -2.67462 -0.1 -0.1 0.2 -0.03
H -0.16354 5.27957 1.08918 0.0 0.1 0.0 0.09
H 0.96866 4.12037 0.38608 0.2 0.0 0.0 0.08
H 0.49196 3.94857 2.07498 0.1 0.1 0.0 0.06
H -2.11004 4.88767 -0.28022 0.0 0.1 -0.1 0.13
H -2.53264 -0.03703 6.18058 0.0 0.0 0.1 0.13
H -0.68604 -1.37793 6.88008 0.0 0.0 0.1 0.09
H 0.76416 -0.93883 5.94498 0.0 0.0 0.0 0.09
H -0.01554 -2.46953 5.64318 0.0 0.0 0.1 0.09
H -5.68544 -0.47653 4.35298 -0.1 -0.1 -0.1 0.09
H -6.27534 0.95447 5.19398 -0.1 0.1 0.0 0.10
H -5.06664 -0.07173 5.95438 0.0 -0.1 0.2 0.09
H -4.98014 0.91897 2.29918 -0.1 -0.1 -0.1 0.06
H -4.09494 2.42067 2.57178 0.1 0.1 -0.1 0.08
H -5.75044 2.26097 3.14118 -0.1 0.0 0.1 0.10
H -3.68674 2.05957 6.26358 0.0 0.0 0.1 0.09
H -4.77224 3.07437 5.32398 -0.1 0.0 0.0 0.10
H -3.08414 2.92587 4.84718 0.1 0.1 0.0 0.09
H -5.30654 -3.56333 -1.25152 -0.2 -0.1 0.0 0.13
H -3.53124 -5.21513 -1.17742 -0.1 0.0 -0.1 0.09
H -2.92794 -5.25253 0.49188 0.0 -0.1 0.0 0.09
H -1.90314 -4.61163 -0.77332 0.0 0.0 0.0 0.04
H -7.08904 -0.48503 1.50888 0.0 0.0 0.2 0.09
H -8.08814 0.17817 0.22118 -0.1 0.0 -0.1 0.10
H -6.40224 0.68787 0.38498 0.0 0.1 0.1 0.04
H -7.30774 -2.96403 0.80818 0.0 -0.1 0.1 0.09
H -7.50554 -3.26063 -0.92342 0.0 -0.1 -0.1 0.08
H -8.59324 -2.17213 -0.08962 -0.1 0.0 0.0 0.09
H -6.34774 0.05507 -2.11282 0.0 0.1 -0.1 0.06
H -7.86934 -0.84253 -2.16702 -0.2 0.1 -0.1 0.10
H -6.35904 -1.65233 -2.56412 0.0 -0.1 -0.1 0.09
H -5.64114 1.98217 -0.87532 -0.1 -0.1 0.0 0.06
H -4.53434 1.43827 -2.13152 0.0 -0.2 -0.1 0.08
H -5.79304 2.62367 -2.51482 -0.1 0.1 -0.1 0.10
H -5.32284 4.22157 0.23988 -0.1 0.0 0.1 0.09
H -5.75324 4.85197 -1.34712 -0.1 0.0 -0.1 0.10
H -4.29924 5.43227 -0.55022 0.0 0.1 0.1 0.08
H -2.98994 3.13577 -3.21762 0.1 -0.1 -0.1 0.08
H -2.71554 4.70747 -2.46732 0.1 0.1 0.0 0.07
H -4.22064 4.38887 -3.31972 -0.1 0.1 -0.1 0.10
O 2.46416 -2.50943 -0.13692 0.6 -0.2 0.3 -0.71
S 3.01106 -3.52553 -1.13202 0.8 -1.6 0.2 1.07
C 2.47106 -5.09353 -0.43212 -0.3 0.2 0.1 -0.34
C 2.08336 -5.15903 0.89508 0.0 0.2 0.1 -0.06
C 1.76846 -6.39283 1.43938 0.0 0.1 0.0 -0.05
C 1.82006 -7.53413 0.65278 0.0 0.0 0.0 -0.05
C 2.15146 -7.44403 -0.69062 0.0 0.0 0.1 -0.05
C 2.48636 -6.21863 -1.23892 0.1 0.2 -0.2 -0.06
C 4.72436 -3.68273 -0.59482 0.0 0.3 -0.2 -0.34
C 5.07826 -3.34703 0.69958 -0.2 0.1 0.2 -0.09
C 6.40996 -3.41373 1.07438 -0.1 0.0 0.0 -0.05
C 7.36606 -3.82873 0.16068 0.0 0.0 0.0 -0.05
C 6.99726 -4.17853 -1.12912 0.0 0.0 0.0 -0.05
C 5.66856 -4.09793 -1.51682 -0.1 0.1 0.0 -0.06
H 2.02636 -4.25153 1.48888 0.0 -0.2 0.0 0.10
H 1.48856 -6.46003 2.47868 -0.1 0.0 0.1 0.11
H 1.59996 -8.49703 1.08778 -0.1 -0.1 0.0 0.11
H 2.15426 -8.32733 -1.31062 0.0 -0.1 -0.1 0.12
H 2.75596 -6.13353 -2.28132 0.0 0.0 -0.1 0.09
H 4.31826 -3.01933 1.39688 0.1 0.0 0.0 0.08
H 6.70076 -3.13463 2.07828 0.0 0.0 0.0 0.10
H 8.40306 -3.87853 0.45538 0.1 0.0 0.0 0.11
H 7.74436 -4.49943 -1.83792 0.1 0.0 -0.1 0.11
H 5.37036 -4.34573 -2.52282 0.0 0.0 -0.2 0.11
N 2.02866 5.38777 -3.41742 0.1 -0.3 0.2 0.18
C 1.44386 6.43387 -4.07522 -0.9 0.2 -0.3 -0.19
C 1.90666 7.68577 -4.45542 0.2 0.1 0.0 -0.02
C 1.01536 8.50057 -5.11822 0.1 0.0 0.1 -0.07
C -0.29474 8.08557 -5.40202 -0.2 0.1 -0.1 -0.08
C -0.77134 6.85577 -5.01572 0.2 0.0 0.1 -0.01
C 0.10686 6.02087 -4.32342 0.9 0.6 0.0 -0.23
N -0.08804 4.78337 -3.80152 0.1 -0.8 0.3 0.19
C 1.06386 4.41717 -3.28272 -0.4 0.8 -0.5 -0.27
C 1.22366 3.15367 -2.61902 0.2 -1.0 0.5 -0.11
C 2.43756 2.65277 -2.14182 -0.4 0.2 -0.1 0.02
C 2.44926 1.45857 -1.45342 0.1 -0.4 0.2 -0.21
N 1.34456 0.74797 -1.17422 0.1 0.4 -0.3 -0.11
C 0.19316 1.18887 -1.71682 0.0 -0.3 0.1 -0.17
C 0.09096 2.34987 -2.43892 0.3 0.2 0.0 0.03
H 2.99486 5.34977 -3.13362 -0.2 -0.1 0.0 0.16
H 2.91756 8.00177 -4.24092 0.0 0.1 0.0 0.11
H 1.33066 9.48757 -5.42412 0.0 0.0 0.0 0.11
H -0.94454 8.76167 -5.93442 -0.1 0.1 -0.1 0.11
H -1.77554 6.53397 -5.23462 -0.2 0.0 0.0 0.11
H 3.36536 3.17587 -2.31252 0.1 0.0 0.0 0.11
H 3.38876 1.02827 -1.11662 -0.2 0.2 0.0 0.08
H -0.68154 0.56067 -1.56872 0.1 0.1 0.0 0.07
H -0.84444 2.67487 -2.86092 -0.1 0.0 0.0 0.10
C 6.44916 3.77467 2.82628 0.0 0.2 -0.2 -0.10
C 5.87986 4.20497 1.47928 0.0 -0.3 -0.1 -0.25
C 4.99756 3.14567 0.81448 -0.2 0.3 0.3 -0.19
C 3.64196 2.92997 1.50308 0.2 0.0 -0.7 -0.22
N 3.72186 2.13117 2.70448 0.0 -0.2 0.5 0.03
C 3.82426 0.79737 2.72848 -0.1 0.4 0.2 -0.72
S 3.71796 -0.14393 1.31268 0.0 -0.4 -0.4 0.74
N 4.08816 0.22077 3.89738 -0.2 0.3 0.1 0.02
C 4.33756 -1.18833 4.12148 -0.1 -0.5 0.2 -0.22
C 5.13316 -1.38903 5.40948 0.3 0.0 -0.3 -0.18
C 6.63696 -1.12253 5.27938 -0.1 0.2 0.1 -0.25
C 6.99786 0.30677 4.88648 0.1 -0.3 0.0 -0.11
H 7.20156 4.48697 3.15608 0.1 0.0 0.1 0.08
H 6.91386 2.79467 2.74528 0.1 -0.1 0.1 0.07
H 5.68206 3.73447 3.59758 0.0 0.0 0.1 0.06
H 6.71336 4.41427 0.80578 0.0 0.1 0.0 0.11
H 5.31406 5.13147 1.59768 0.0 0.1 -0.1 0.11
H 5.52756 2.19137 0.77488 0.0 0.0 -0.1 0.10
H 4.79706 3.45737 -0.21282 0.0 -0.1 -0.1 0.10
H 2.95926 2.41787 0.81968 0.0 0.2 0.2 0.04
H 3.21026 3.89487 1.77888 -0.1 -0.1 0.0 0.13
H 3.95426 2.63097 3.55068 -0.1 -0.1 0.0 0.14
H 4.15886 0.80047 4.72198 0.0 0.1 -0.1 0.15
H 4.89056 -1.57513 3.26188 0.0 0.0 0.1 0.08
H 3.37706 -1.71723 4.18308 0.2 0.1 -0.1 0.08
H 5.00286 -2.42363 5.72808 -0.1 0.0 0.1 0.12
H 4.71606 -0.75113 6.19378 -0.1 0.0 0.1 0.11
H 7.06476 -1.80753 4.54388 0.0 -0.1 0.0 0.10
H 7.10556 -1.34783 6.24108 0.0 -0.1 -0.1 0.11
H 6.64216 0.54557 3.88588 0.0 0.1 -0.1 0.05
H 8.07906 0.42467 4.89358 0.1 0.1 0.0 0.08
H 6.58036 1.02037 5.59518 0.0 0.2 0.0 0.08
S 2.25796 -1.20803 -3.28962 0.0 -0.2 -0.3 0.33
P 0.55636 -2.19503 -3.15322 -0.1 0.3 -0.5 0.18
S -0.38934 -2.13333 -1.33852 0.2 0.0 0.1 0.37
C -0.69944 -1.65823 -4.36892 0.4 -0.1 0.3 -0.37
C -0.34084 -1.78393 -5.70612 0.0 0.0 0.0 -0.08
C -1.24284 -1.43623 -6.69352 0.1 0.0 -0.1 -0.06
C -2.49684 -0.95773 -6.34552 -0.1 0.0 0.0 -0.07
C -2.85094 -0.83143 -5.01272 -0.1 0.1 -0.1 -0.08
C -1.95544 -1.18523 -4.01812 0.1 0.0 0.1 -0.11
C 0.74136 -3.94953 -3.63772 0.1 0.4 0.2 -0.40
C -0.36344 -4.78693 -3.55232 0.1 0.0 0.0 -0.08
C -0.28194 -6.07663 -4.04362 -0.1 0.0 0.0 -0.06
C 0.89236 -6.52043 -4.63222 0.1 -0.1 -0.1 -0.07
C 1.99286 -5.68303 -4.71902 0.0 -0.1 -0.1 -0.09
C 1.92046 -4.39283 -4.22062 -0.1 0.1 0.0 -0.14
H 0.64486 -2.15463 -5.95582 0.0 0.0 -0.1 0.11
H -0.97084 -1.54023 -7.73292 0.0 0.0 -0.1 0.11
H -3.20134 -0.68593 -7.11662 -0.1 0.0 -0.1 0.11
H -3.83134 -0.46123 -4.74622 -0.1 0.0 0.0 0.10
H -2.23574 -1.11343 -2.97462 0.0 0.0 0.0 0.06
H -1.28384 -4.41133 -3.12462 -0.1 -0.1 0.0 0.09
H -1.14074 -6.72863 -3.99162 -0.1 -0.1 0.0 0.11
H 0.94366 -7.51863 -5.04232 0.0 -0.1 0.0 0.11
H 2.90046 -6.02963 -5.19192 0.1 0.0 0.0 0.11
H 2.75876 -3.71373 -4.30242 0.0 0.1 0.0 0.07

***

Entry 2:
13
Properties=species:S:1:pos:R:3:forces:R:3:lowdin_charge:R:1 method="wB97M-V/def2-TZVPD" charge=0 max_force_ev_per_a=4.01 homo_lumo_gap_ev=9.01 e_homo_ev=-8.8 energy_ev=-16217.2104 molar_mass_g_mol=114.2 smiles="O=C1CC=C[Si@H]1O" e_above_lowest_kcal_mol=20.17
C 1.41163 -0.39604 0.09021 3.3 2.2 -0.4 -0.21
C 0.57008 -1.21509 -0.44755 -2.1 -2.8 -0.3 -0.17
C -0.30695 1.26238 -0.38907 0.8 1.9 1.3 -0.41
C 0.95027 0.98201 0.42777 -0.8 -0.7 2.3 -0.18
O -0.49001 2.43523 -0.67318 -0.9 -1.0 -0.6 0.03
O -1.93435 -1.05806 0.72131 0.0 0.1 0.3 -0.15
Si -1.10724 -0.46034 -0.56028 1.3 -0.1 1.3 0.58
H 2.50864 -0.56452 0.12757 -0.8 -0.4 0.6 0.12
H 0.79569 -2.28196 -0.47317 0.1 0.2 -0.6 0.07
H 0.55909 0.78166 1.53248 0.8 1.1 -1.8 0.17
H 1.65292 1.82482 0.38436 -0.2 -0.4 0.1 0.12
H -2.79678 -0.74598 0.98168 -0.3 0.1 0.0 0.05
H -1.81299 -0.56413 -1.72212 -1.4 -0.3 -2.2 -0.03

***

Entry 3:
10
Properties=species:S:1:pos:R:3:forces:R:3:lowdin_charge:R:1 method="wB97M-V/def2-TZVPD" charge=0 max_force_ev_per_a=6.60 homo_lumo_gap_ev=9.71 e_homo_ev=-9.4 energy_ev=-17999.3911 molar_mass_g_mol=104.1 e_above_lowest_kcal_mol=75.37
C 1.52553 0.11033 0.41652 0.0 2.9 2.2 -0.29
C -0.52070 1.44281 -0.08508 -1.7 2.1 -1.5 -0.31
H -1.76901 -0.22473 -0.47665 0.8 -1.7 -0.2 -0.03
H 1.94336 1.17650 0.56589 -0.2 -1.8 -0.5 0.13
H 1.61422 -1.70675 0.50618 -0.6 -1.7 0.1 -0.02
H 0.21980 2.29609 0.34085 -2.2 -1.1 -1.4 0.17
N 0.04249 0.27753 0.35570 1.9 -1.3 -1.3 -0.47
N 2.22380 -0.93422 0.61199 -0.9 2.4 -0.9 0.12
O -1.63414 1.55192 -0.78283 5.3 -0.6 3.9 -0.09
S -0.67676 -1.16741 -0.21475 -2.5 0.9 -0.3 0.79